A 2-piece molecular cluster, C4H9NO overall. Source: the OMol25 dataset; level of theory: ωB97M-V with the def2-TZVPD basis set.

XYZ file:
```
15
Properties=species:S:1:pos:R:3:mulliken_charge:R:1
C -0.5938 1.8583 -1.1537 -0.53
O -0.4023 0.6527 -0.6703 -0.25
C -0.4222 0.2947 0.5751 -0.56
C -0.0499 -1.0913 0.9092 0.18
C -0.0852 -2.1675 -0.1152 -0.44
N 1.1918 -1.6922 0.4029 -0.62
H -0.5881 1.9043 -2.2324 0.22
H 1.1018 2.2992 0.0884 0.00
H -1.1136 2.5817 -0.5346 0.32
H -0.8688 0.9721 1.2967 0.50
H 1.2093 1.8496 0.7019 0.05
H -0.2644 -1.3486 1.9435 0.36
H -0.3842 -1.8791 -1.1210 0.21
H -0.3537 -3.1821 0.1703 0.25
H 1.6232 -1.0518 -0.2606 0.30
```

* F_max: 0.010 hartree/bohr
* E_HOMO (alpha / beta): -7.55 / -7.28 eV
* HOMO-LUMO gap (alpha / beta): 8.155 / 7.869 eV
* LUMO level (alpha / beta): 0.6 / 0.6 eV